Entry 1:
Formula: C3H4N2O7
Source: the OMol25 dataset
Level of theory: wB97M-V/def2-TZVPD

Results
**SMILES string**: O=[N+]([O-])[C@H]1OC(O)=[N+]([O-])O[C@H]1O
**Largest force on an atom**: 0.068 hartree/bohr
**Electronic energy**: -752.63321 hartree
**Kohn-Sham gap**: 8.77 eV
**HOMO level**: -0.3278 Eh

ORCA input file:
```
! wB97M-V def2-TZVPD RIJCOSX def2/J DEFGRID3
* xyz 0 1
O 0.82 -1.29 1.30
N 1.44 -1.23 0.26
O 2.30 -1.98 -0.08
C 0.87 -0.20 -0.76
O -0.39 -0.69 -1.24
C -1.46 -0.61 -0.36
O -2.45 -1.47 -0.56
N -1.60 0.45 0.37
O -2.61 0.73 1.11
O -0.49 1.53 0.16
C 0.89 1.25 -0.18
O 1.75 1.33 0.89
H 1.43 -0.37 -1.58
H -3.16 -1.52 0.10
H 1.04 2.02 -0.90
H 1.61 2.06 1.49
*
```



Entry 2:
Formula: C27H39N5O6
Source: the OMol25 dataset
Level of theory: wB97M-V/def2-TZVPD

Results
**SMILES string**: CC(C)(C)OC(=O)NCCCC[C@H](NC(=O)c1nc[nH]c1C(=O)NCc1ccccc1)C(=O)OC(C)(C)C
**Largest force on an atom**: 0.019 hartree/bohr
**Electronic energy**: -1777.63316 hartree
**Kohn-Sham gap**: 9.82 eV
**HOMO level**: -0.3347 Eh

ORCA input file:
```
! wB97M-V def2-TZVPD RIJCOSX def2/J DEFGRID3
* xyz 0 1
C -1.55 -3.43 -2.63
C -2.21 -2.46 -1.64
C -1.92 -1.01 -2.03
C -3.71 -2.72 -1.57
O -1.58 -2.77 -0.38
C -1.91 -2.09 0.74
O -2.77 -1.26 0.84
N -1.15 -2.53 1.77
C -1.05 -1.78 3.00
C 0.24 -0.95 3.08
C 0.48 -0.07 1.85
C -0.59 1.01 1.67
C -0.40 1.77 0.34
N 0.87 2.45 0.30
C 1.93 1.93 -0.33
O 1.87 0.87 -0.95
C 3.16 2.71 -0.17
N 3.11 3.99 0.29
C 4.34 4.40 0.37
N 5.21 3.44 -0.01
C 4.49 2.34 -0.37
C 5.22 1.10 -0.70
O 6.43 1.04 -0.52
N 4.45 0.12 -1.19
C 4.91 -1.25 -1.34
C 4.04 -2.15 -0.51
C 2.73 -2.40 -0.91
C 1.89 -3.18 -0.13
C 2.36 -3.72 1.06
C 3.66 -3.47 1.46
C 4.49 -2.69 0.68
C -1.56 2.75 0.20
O -1.48 3.91 0.51
O -2.61 2.10 -0.25
C -3.93 2.71 -0.32
C -4.82 1.57 -0.82
C -3.92 3.88 -1.29
C -4.36 3.15 1.08
H -1.70 -4.45 -2.31
H -1.98 -3.30 -3.62
H -0.48 -3.23 -2.69
H -2.38 -0.33 -1.33
H -2.31 -0.82 -3.03
H -0.84 -0.84 -2.04
H -3.90 -3.75 -1.26
H -4.16 -2.56 -2.54
H -4.17 -2.06 -0.85
H -0.38 -3.14 1.54
H -1.93 -1.14 3.05
H -1.08 -2.48 3.85
H 1.09 -1.63 3.17
H 0.20 -0.34 3.98
H 0.52 -0.69 0.96
H 1.46 0.41 1.96
H -0.57 1.71 2.50
H -1.58 0.55 1.63
H -0.42 1.05 -0.48
H 0.95 3.37 0.72
H 4.64 5.38 0.69
H 6.22 3.45 -0.03
H 3.44 0.27 -1.24
H 5.95 -1.29 -1.03
H 4.85 -1.53 -2.40
H 2.36 -1.97 -1.83
H 0.88 -3.36 -0.45
H 1.72 -4.34 1.67
H 4.03 -3.89 2.39
H 5.51 -2.50 1.00
H -4.54 1.30 -1.84
H -4.69 0.70 -0.18
H -5.86 1.87 -0.81
H -3.29 4.68 -0.92
H -4.93 4.26 -1.42
H -3.55 3.56 -2.26
H -4.33 2.30 1.76
H -5.38 3.53 1.05
H -3.71 3.93 1.45
*
```



Entry 3:
Formula: C22H28F6O2PS4SbTi
Source: the OMol25 dataset
Level of theory: wB97M-V/def2-TZVPD

Results
**Largest force on an atom**: 0.012 hartree/bohr
**Electronic energy**: -4628.32681 hartree
**Kohn-Sham gap**: 7.27 eV
**HOMO level**: -0.5486 Eh

ORCA input file:
```
! wB97M-V def2-TZVPD RIJCOSX def2/J DEFGRID3
* xyz 2 1
Ti -0.28 -1.20 0.33
C 2.06 -3.83 1.09
C 2.07 -3.97 -0.42
S 0.56 -3.24 -1.11
C 1.03 -2.71 -2.77
C -0.14 -1.93 -3.35
S -0.73 -0.52 -2.36
C 0.41 0.80 -2.78
C 1.80 0.64 -2.23
S 1.78 0.24 -0.45
C 3.31 -0.73 -0.35
C 3.45 -1.33 1.03
S 1.95 -2.12 1.68
H 2.95 -4.28 1.52
H 1.19 -4.32 1.53
H 2.07 -5.03 -0.69
H 2.94 -3.51 -0.88
H 1.21 -3.60 -3.37
H 1.95 -2.13 -2.72
H -1.02 -2.57 -3.43
H 0.09 -1.55 -4.34
H -0.07 1.70 -2.40
H 0.44 0.89 -3.87
H 2.37 1.57 -2.33
H 2.36 -0.15 -2.73
H 4.13 -0.05 -0.55
H 3.29 -1.49 -1.13
H 3.69 -0.56 1.76
H 4.25 -2.07 1.06
O -1.90 -0.87 3.97
C -1.68 -0.51 2.87
O -0.73 -1.17 2.06
C -2.30 0.64 2.11
P -1.01 1.18 0.95
C 0.12 2.10 2.01
C 1.13 1.43 2.70
C 1.90 2.10 3.64
C 1.65 3.44 3.90
C 0.63 4.11 3.24
C -0.15 3.44 2.30
C -1.68 2.24 -0.32
C -0.95 3.35 -0.78
C -1.45 4.12 -1.82
C -2.67 3.79 -2.41
C -3.39 2.69 -1.96
C -2.90 1.91 -0.92
H -2.62 1.43 2.79
H -3.17 0.25 1.58
H 1.30 0.37 2.53
H 2.67 1.57 4.18
H 2.25 3.96 4.64
H 0.42 5.14 3.46
H -0.96 3.96 1.81
H -0.01 3.61 -0.32
H -0.90 4.98 -2.16
H -3.06 4.40 -3.21
H -4.34 2.44 -2.42
H -3.48 1.06 -0.59
F -2.16 -1.27 -0.14
Sb -3.26 -3.02 0.06
F -2.49 -3.37 -1.62
F -1.53 -3.46 0.77
F -4.09 -4.64 0.34
F -3.64 -2.27 1.72
F -4.64 -2.09 -0.75
*
```



Entry 4:
Formula: C9H10N2O
Source: the OMol25 dataset
Level of theory: wB97M-V/def2-TZVPD

Results
**Largest force on an atom**: 0.091 hartree/bohr
**Electronic energy**: -533.56143 hartree
**Kohn-Sham gap**: 9.95 eV
**HOMO level**: -0.3411 Eh

ORCA input file:
```
! wB97M-V def2-TZVPD RIJCOSX def2/J DEFGRID3
* xyz 0 1
C 1.94 1.43 -0.32
C -1.98 0.28 2.36
C -2.32 0.39 1.02
C -0.61 0.21 2.73
C -1.34 0.43 0.04
C 0.40 0.15 1.73
C -0.05 0.21 0.42
C 0.05 -0.58 -2.70
C 1.35 0.24 -0.92
N 2.25 2.43 0.19
N 2.10 -0.95 -0.63
O 0.82 0.41 -2.22
H -2.74 -0.01 2.94
H -3.34 0.13 0.89
H -0.27 -0.12 3.73
H -1.79 0.38 -0.93
H 1.37 -0.22 1.99
H 0.53 -1.58 -2.95
H -0.55 -0.03 -3.44
H -0.81 -0.74 -2.11
H 3.11 -0.75 -0.56
H 1.89 -1.73 -1.27
*
```



Entry 5:
Formula: C23H23N6O3RhSSeTe
Source: the OMol25 dataset
Level of theory: wB97M-V/def2-TZVPD

Results
**Largest force on an atom**: 0.012 hartree/bohr
**Electronic energy**: -4622.25122 hartree
**Kohn-Sham gap**: 7.84 eV
**HOMO level**: -0.5234 Eh

ORCA input file:
```
! wB97M-V def2-TZVPD RIJCOSX def2/J DEFGRID3
* xyz 2 1
Rh -0.90 0.94 -0.35
N -0.26 2.85 -0.67
N -1.20 3.40 -1.59
C -2.51 2.87 -1.57
O -3.41 3.49 -2.06
O -2.59 1.63 -1.12
H -0.26 3.35 0.22
H 0.68 2.94 -1.07
H -1.15 4.40 -1.71
Se 1.94 0.45 6.73
N 0.40 1.03 6.08
C 0.46 0.90 4.78
C -0.62 1.29 3.88
C -1.82 1.86 4.31
C -2.77 2.22 3.37
C -2.51 1.99 2.02
N -1.37 1.45 1.61
C -0.43 1.09 2.52
C 0.79 0.51 1.98
N 0.85 0.35 0.64
C 1.97 -0.12 0.10
C 3.07 -0.49 0.87
C 3.01 -0.36 2.24
C 1.85 0.15 2.82
C 1.68 0.35 4.25
N 2.59 0.04 5.13
H -1.98 2.02 5.37
H -3.71 2.66 3.67
H -3.22 2.26 1.25
H 2.00 -0.23 -0.97
H 3.95 -0.88 0.38
H 3.84 -0.64 2.88
C -3.54 -2.50 0.97
S -3.34 -0.89 0.25
C -4.24 -1.13 -1.27
O -1.84 -0.92 -0.14
H -3.18 -3.26 0.28
H -4.60 -2.65 1.18
H -2.97 -2.52 1.90
H -5.28 -1.32 -1.01
H -3.81 -1.98 -1.81
H -4.17 -0.20 -1.84
C 0.46 -1.97 -2.08
Te -0.54 -0.21 -2.74
C 1.31 0.35 -3.64
C 2.21 -0.86 -3.50
C 3.46 -0.86 -4.12
C 4.29 -1.96 -4.00
C 3.88 -3.07 -3.27
C 2.64 -3.07 -2.66
C 1.80 -1.97 -2.77
H -0.15 -2.83 -2.36
H 0.53 -1.95 -1.00
H 1.71 1.24 -3.15
H 1.11 0.60 -4.68
H 3.78 0.00 -4.70
H 5.26 -1.96 -4.49
H 4.53 -3.93 -3.20
H 2.32 -3.94 -2.11
*
```



Entry 6:
Formula: C4H4N2O
Source: the OMol25 dataset
Level of theory: wB97M-V/def2-TZVPD

Results
**SMILES string**: O=C1C=NN2C[C@H]12
**Largest force on an atom**: 0.137 hartree/bohr
**Electronic energy**: -339.42708 hartree
**Kohn-Sham gap**: 9.61 eV
**HOMO level**: -0.3777 Eh

ORCA input file:
```
! wB97M-V def2-TZVPD RIJCOSX def2/J DEFGRID3
* xyz 0 1
O 2.31 -0.59 -0.23
C 1.15 -0.11 0.07
C 0.91 1.33 0.23
N -0.23 1.61 -0.32
N -1.05 0.34 -0.73
C -1.21 -0.57 0.48
C -0.09 -0.73 -0.42
H 1.59 2.16 0.27
H -2.04 -1.25 0.22
H -1.20 -0.51 1.50
H -0.13 -1.69 -1.07
*
```



Entry 7:
Formula: C43H62Cl2O30
Source: the OMol25 dataset
Level of theory: wB97M-V/def2-TZVPD

Results
**Largest force on an atom**: 0.102 hartree/bohr
**Electronic energy**: -4853.40698 hartree
**Kohn-Sham gap**: 9.90 eV
**HOMO level**: -0.3618 Eh

ORCA input file:
```
! wB97M-V def2-TZVPD RIJCOSX def2/J DEFGRID3
* xyz 0 1
C 4.30 -4.09 -2.38
Cl 5.00 -5.38 -1.36
Cl 5.49 -3.21 -3.34
H 3.55 -4.44 -3.08
H 3.83 -3.39 -1.74
O -5.03 -1.51 3.91
C -4.04 -2.12 3.84
O -2.85 -1.63 3.47
C -1.89 -2.78 3.41
C -2.45 -3.81 4.36
C -3.96 -3.60 4.15
H -0.87 -2.34 3.58
H -1.88 -3.04 2.35
H -2.17 -3.65 5.41
H -2.09 -4.80 4.07
H -4.51 -3.65 5.07
H -4.41 -4.16 3.33
O 4.41 -1.58 0.13
C 4.94 -0.70 0.73
O 4.28 0.23 1.41
C 5.15 1.25 1.95
C 6.58 0.68 1.76
C 6.42 -0.40 0.65
H 4.88 1.48 3.00
H 4.98 2.12 1.29
H 6.87 0.28 2.70
H 7.27 1.50 1.56
H 6.98 -1.34 0.81
H 6.62 0.04 -0.33
O -1.95 0.00 -1.42
C -2.95 0.27 -1.97
O -3.99 0.86 -1.38
C -5.19 1.03 -2.22
C -4.78 0.17 -3.49
C -3.30 0.00 -3.38
H -5.31 2.13 -2.26
H -5.89 0.65 -1.55
H -5.12 0.65 -4.41
H -5.19 -0.81 -3.36
H -2.76 0.73 -3.99
H -2.87 -0.96 -3.75
O -0.80 1.88 2.60
C -0.20 2.79 2.17
O 1.12 2.64 1.84
C 1.65 3.92 1.43
C 0.46 4.80 1.05
C -0.63 4.16 1.89
H 2.39 3.78 0.67
H 2.19 4.38 2.28
H 0.18 4.65 -0.01
H 0.62 5.83 1.29
H -1.65 4.26 1.46
H -0.65 4.60 2.86
O 3.14 -2.40 5.60
C 2.11 -1.77 5.38
O 2.13 -0.57 4.73
C 0.78 0.02 4.74
C -0.05 -0.72 5.83
C 0.70 -2.04 5.90
H 0.45 -0.06 3.69
H 0.93 1.07 4.91
H -1.09 -0.86 5.49
H 0.04 -0.13 6.74
H 0.22 -2.93 5.42
H 0.89 -2.39 6.92
O 5.09 2.68 -1.18
C 4.31 3.17 -1.97
O 3.20 3.75 -1.59
C 2.26 3.75 -2.70
C 3.11 3.74 -3.98
C 4.46 3.18 -3.49
H 1.59 4.58 -2.55
H 1.68 2.87 -2.61
H 3.13 4.75 -4.38
H 2.64 3.11 -4.76
H 5.38 3.70 -3.76
H 4.56 2.16 -3.89
C -3.04 5.81 -1.77
C -3.61 5.18 -3.03
O -2.59 4.22 -3.46
C -1.65 4.17 -2.48
O -0.63 3.57 -2.66
O -1.90 4.99 -1.47
H -3.70 5.84 -0.94
H -2.65 6.79 -2.00
H -3.98 5.83 -3.83
H -4.44 4.59 -2.67
C 2.08 -4.64 0.95
C 1.90 -3.73 2.17
O 1.12 -4.52 3.04
C 1.12 -5.83 2.68
O 0.61 -6.64 3.32
O 1.78 -5.91 1.55
H 3.10 -4.61 0.52
H 1.38 -4.58 0.12
H 1.28 -2.84 1.95
H 2.87 -3.51 2.63
C -4.92 0.96 1.74
C -3.52 1.54 1.96
O -3.56 2.85 1.38
C -4.77 3.08 0.79
O -5.14 4.06 0.29
O -5.52 1.93 0.91
H -5.51 0.74 2.62
H -4.99 0.03 1.17
H -2.81 0.88 1.40
H -3.12 1.57 2.96
C 1.17 0.70 -0.81
C 0.86 -0.36 0.26
O 0.85 -1.60 -0.47
C 1.05 -1.33 -1.83
O 0.95 -2.16 -2.68
O 1.36 -0.05 -2.01
H 2.14 1.23 -0.64
H 0.43 1.48 -0.87
H -0.14 -0.21 0.71
H 1.63 -0.36 1.00
C 0.39 0.13 -5.13
C 1.57 -0.64 -5.74
O 1.17 -2.01 -5.82
C -0.11 -2.11 -5.37
O -0.75 -3.12 -5.36
O -0.55 -0.91 -4.93
H 0.00 0.85 -5.83
H 0.68 0.66 -4.20
H 2.42 -0.57 -5.09
H 1.87 -0.42 -6.74
C -1.60 -3.35 -1.59
C -2.80 -3.92 -2.27
O -3.72 -4.31 -1.26
C -3.06 -4.17 -0.09
O -3.54 -4.41 1.01
O -1.84 -3.69 -0.22
H -1.41 -2.28 -1.68
H -0.74 -3.85 -2.02
H -2.58 -4.87 -2.84
H -3.34 -3.19 -2.92
*
```



Entry 8:
Formula: C5H10O
Source: the OMol25 dataset
Level of theory: wB97M-V/def2-TZVPD

Results
**SMILES string**: C=CCC=O.C
**Largest force on an atom**: 0.011 hartree/bohr
**Electronic energy**: -271.70393 hartree
**Kohn-Sham gap**: 10.72 eV
**HOMO level**: -0.3598 Eh

ORCA input file:
```
! wB97M-V def2-TZVPD RIJCOSX def2/J DEFGRID3
* xyz 0 1
C -0.19 1.74 -0.96
C -0.80 0.69 -0.43
C -0.54 0.17 0.95
C -1.79 0.10 1.78
O -2.91 0.30 1.35
H 0.58 2.29 -0.42
H -0.45 2.10 -1.96
H -1.59 0.17 -0.97
H -0.13 -0.85 0.93
H 0.20 0.78 1.49
H -1.63 -0.18 2.84
C 1.87 -1.49 -0.94
H 1.32 -0.57 -1.17
H 1.20 -2.36 -0.82
H 2.56 -1.70 -1.76
H 2.44 -1.35 -0.02
*
```



Entry 9:
Formula: C30H20ClN2O5PPd
Source: the OMol25 dataset
Level of theory: wB97M-V/def2-TZVPD

Results
**Largest force on an atom**: 0.048 hartree/bohr
**Electronic energy**: -2569.75278 hartree
**Kohn-Sham gap (alpha / beta)**: 5.65 / 5.65 eV
**HOMO level (alpha / beta)**: -0.5401 / -0.5401 Eh

ORCA input file:
```
! wB97M-V def2-TZVPD RIJCOSX def2/J DEFGRID3
* xyz 2 1
Pd 0.41 -0.88 -0.70
O -0.34 -3.28 -1.40
C -0.15 -2.87 -0.33
C -0.22 -3.39 1.03
C -0.40 -4.75 1.27
C -0.42 -5.17 2.59
C -0.29 -4.26 3.63
C -0.13 -2.90 3.38
C -0.11 -2.47 2.06
P 0.04 -0.78 1.51
C -1.57 -0.08 1.33
C -1.69 1.14 0.64
C -2.94 1.64 0.30
C -4.07 0.95 0.72
C -3.97 -0.25 1.43
C -2.73 -0.77 1.73
C 1.13 0.17 2.51
C 0.62 1.18 3.34
C 1.50 1.88 4.15
C 2.86 1.58 4.13
C 3.36 0.59 3.29
C 2.50 -0.12 2.47
H -0.48 -5.46 0.45
H -0.53 -6.23 2.81
H -0.30 -4.61 4.65
H -0.02 -2.20 4.20
H -0.80 1.68 0.33
H -3.01 2.72 0.19
H -5.05 1.33 0.47
H -4.86 -0.76 1.75
H -2.65 -1.70 2.28
H -0.43 1.41 3.36
H 1.13 2.65 4.81
H 3.54 2.13 4.77
H 4.42 0.37 3.27
H 2.88 -0.89 1.81
O 5.05 0.24 -3.99
C 4.03 0.93 -4.45
O 4.10 1.63 -5.42
C 2.72 0.84 -3.70
C 1.56 1.53 -4.10
Cl 1.30 2.47 -5.46
N 0.57 1.24 -3.22
N 1.02 0.39 -2.29
C 2.31 0.15 -2.56
C 3.03 -0.76 -1.63
O 4.20 -1.02 -1.71
O 2.30 -1.33 -0.65
C -0.74 1.81 -3.09
C -0.96 3.16 -3.29
C -2.25 3.65 -3.15
C -3.28 2.82 -2.74
C -3.02 1.49 -2.42
C -1.77 0.96 -2.71
H 4.86 -0.25 -3.16
H -0.14 3.82 -3.54
H -2.44 4.70 -3.35
H -4.27 3.23 -2.58
H -3.85 0.80 -2.41
H -1.59 -0.10 -2.58
*
```